Below is a 10-piece molecular cluster, C31H41F9O29SSi2 overall, with properties calculated with the ωB97M-V functional and the def2-TZVPD basis.

Positions of all 113 atoms, in Å:
O  3.126  -2.498  0.898
C  2.408  -1.433  1.469
C  1.612  -0.560  0.461
C  0.842  0.598  1.163
C  -0.551  0.888  0.510
Si  -1.992  0.836  1.702
O  -2.602  -0.704  1.952
Si  -2.265  -2.191  1.344
S  -3.788  -2.895  -0.002
H  2.585  -2.927  0.229
H  1.712  -1.817  2.257
H  3.166  -0.794  1.979
H  0.902  -1.205  -0.102
H  2.326  -0.135  -0.282
H  0.733  0.359  2.246
H  1.462  1.524  1.134
H  -0.592  1.931  0.111
H  -0.703  0.238  -0.378
H  -3.098  1.690  1.230
H  -1.514  1.325  3.012
H  -2.176  -3.135  2.472
H  -1.015  -2.221  0.563
H  -4.763  -2.805  0.946
C  -5.726  -0.642  -2.468
C  -6.093  0.826  -2.526
O  -4.853  1.472  -2.390
C  -3.881  0.598  -2.761
O  -2.748  0.903  -2.915
O  -4.394  -0.631  -2.966
F  -6.904  1.197  -1.500
H  -5.720  -1.001  -1.438
H  -6.346  -1.275  -3.097
H  -6.558  1.146  -3.463
C  5.547  -2.127  3.128
C  6.299  -0.817  3.035
O  6.705  -0.587  4.368
C  6.735  -1.784  5.007
O  7.212  -1.952  6.079
O  6.167  -2.745  4.254
F  5.509  0.207  2.631
H  4.495  -1.944  3.350
H  5.631  -2.764  2.252
H  7.190  -0.843  2.400
C  -6.778  1.592  3.408
C  -7.169  3.018  3.723
O  -5.967  3.579  4.199
C  -4.934  2.848  3.697
O  -3.796  3.156  3.777
O  -5.391  1.718  3.117
F  -8.108  3.082  4.706
H  -6.903  0.966  4.295
H  -7.294  1.151  2.564
H  -7.521  3.601  2.868
C  -0.885  3.875  -4.740
C  -2.172  3.855  -3.938
O  -2.872  4.978  -4.444
C  -2.420  5.222  -5.694
O  -2.936  5.950  -6.472
O  -1.297  4.506  -5.947
F  -1.956  4.038  -2.619
H  -0.140  4.497  -4.238
H  -0.488  2.886  -4.952
H  -2.781  2.961  -4.080
C  2.936  -3.721  -4.553
C  2.410  -2.383  -4.067
O  1.857  -2.719  -2.806
C  2.476  -3.835  -2.356
O  2.377  -4.247  -1.244
O  3.217  -4.402  -3.330
F  1.426  -1.887  -4.860
H  2.148  -4.259  -5.086
H  3.835  -3.649  -5.158
H  3.171  -1.616  -3.917
C  -1.323  2.295  -8.226
C  -0.757  1.128  -9.008
O  -0.152  0.337  -8.009
C  -0.751  0.619  -6.825
O  -0.595  0.003  -5.828
O  -1.558  1.702  -6.950
F  0.195  1.520  -9.890
H  -0.581  3.090  -8.130
H  -2.254  2.694  -8.622
H  -1.498  0.525  -9.539
C  9.962  -2.080  7.946
C  9.934  -2.358  9.433
O  11.080  -1.685  9.904
C  11.400  -0.711  9.008
O  12.199  0.138  9.205
O  10.669  -0.845  7.882
F  10.056  -3.682  9.710
H  10.548  -2.853  7.441
H  8.984  -1.974  7.486
H  9.053  -1.973  9.954
C  -10.089  -1.074  6.630
C  -10.999  -0.825  5.445
O  -10.085  -0.621  4.387
C  -8.910  -1.214  4.721
O  -8.005  -1.365  3.972
O  -8.922  -1.605  6.012
F  -11.748  0.292  5.600
H  -9.843  -0.125  7.112
H  -10.476  -1.786  7.354
H  -11.657  -1.658  5.189
C  6.219  1.545  -5.617
C  5.934  1.088  -4.201
O  5.040  0.009  -4.396
C  5.219  -0.467  -5.656
O  4.742  -1.477  -6.053
O  6.010  0.355  -6.372
F  5.315  2.042  -3.470
H  5.484  2.296  -5.917
H  7.230  1.907  -5.779
H  6.805  0.727  -3.649

Summary:
* total charge: 0
* electronic energy: -143241.4140 eV
* frontier orbital gap: 9.87 eV
* LUMO: 0.1 eV
* energy relative to the best compared isomer or geometry (same formula, charge and spin): 0.00 kcal per mole

Below is one molecule with the formula C17H30N4O, with properties calculated with the ωB97M-V functional and the def2-TZVPD basis.

Positions of all 52 atoms, in Å:
C  -0.551  -2.112  2.198
H  -1.302  -1.412  2.556
H  -0.948  -3.122  2.268
H  0.319  -2.044  2.847
C  -0.141  -1.775  0.759
N  -1.192  -1.654  -0.227
C  -2.096  -0.544  -0.004
H  -1.498  0.270  0.415
H  -2.895  -0.768  0.720
C  -2.723  -0.059  -1.314
H  -1.940  -0.006  -2.073
H  -3.484  -0.761  -1.656
C  -3.364  1.319  -1.151
N  -2.374  2.313  -0.807
C  -2.321  2.895  0.400
O  -3.193  2.860  1.242
C  -1.006  3.678  0.611
N  0.133  2.838  0.368
C  1.029  2.367  1.262
C  1.886  1.536  0.574
C  1.415  1.559  -0.750
N  0.359  2.349  -0.857
C  2.023  0.769  -1.853
C  3.443  0.369  -1.449
H  3.846  -0.334  -2.181
H  4.084  1.254  -1.445
C  3.464  -0.270  -0.056
C  4.832  -0.873  0.250
H  4.843  -1.307  1.248
H  5.605  -0.108  0.199
H  5.076  -1.654  -0.466
C  3.089  0.770  1.008
H  2.906  0.282  1.969
H  3.927  1.462  1.148
H  2.716  -1.070  -0.038
H  2.025  1.346  -2.779
H  1.417  -0.128  -2.021
H  0.994  2.651  2.294
H  -0.992  4.524  -0.083
H  -0.974  4.046  1.637
H  -1.508  2.305  -1.346
H  -4.105  1.311  -0.348
H  -3.856  1.613  -2.085
C  -1.805  -2.885  -0.684
C  -3.016  -3.412  0.097
H  -3.860  -2.733  0.013
H  -2.785  -3.546  1.150
H  -3.313  -4.374  -0.316
H  -2.112  -2.732  -1.725
H  -1.024  -3.650  -0.685
H  0.556  -2.538  0.400
H  0.390  -0.816  0.768

Summary:
* total charge: 0
* electronic energy: -26124.3947 eV
* frontier orbital gap: 8.91 eV
* LUMO: 0.8 eV
* energy relative to the best compared isomer or geometry (same formula, charge and spin): 0.00 kcal per mole

Below is C43H51F12I2O36S as an isolated structure, with properties calculated with the ωB97M-V functional and the def2-TZVPD basis.

Positions of all 145 atoms, in Å:
C  2.782  1.817  2.204
C  1.474  2.143  1.437
C  0.889  1.077  0.528
C  -0.303  1.603  -0.287
S  2.189  0.253  -0.419
C  2.462  1.062  -2.013
I  3.731  -0.285  -3.085
C  3.048  2.467  -1.756
C  4.375  2.782  -2.409
I  1.639  3.923  -2.457
H  3.466  2.644  2.073
H  2.565  1.755  3.262
H  3.255  0.883  1.929
H  1.620  3.055  0.864
H  0.682  2.347  2.149
H  0.517  0.263  1.133
H  -1.217  1.177  0.081
H  -0.239  1.385  -1.347
H  -0.352  2.680  -0.193
H  1.604  -0.923  -0.710
H  1.531  1.101  -2.544
H  3.173  2.603  -0.688
H  4.650  3.789  -2.118
H  5.156  2.119  -2.059
H  4.296  2.770  -3.489
C  0.228  -1.174  6.247
C  1.549  -0.564  5.818
O  1.164  0.241  4.701
C  -0.131  0.577  4.851
O  -0.691  1.414  4.212
O  -0.700  -0.166  5.815
F  2.445  -1.483  5.413
H  0.034  -2.096  5.700
H  0.138  -1.349  7.313
H  2.015  0.080  6.564
C  -4.011  3.300  -3.178
C  -5.269  3.947  -2.630
O  -6.139  2.831  -2.508
C  -5.391  1.710  -2.351
O  -5.804  0.655  -2.000
O  -4.094  1.970  -2.643
F  -5.803  4.849  -3.481
H  -4.048  3.251  -4.267
H  -3.092  3.785  -2.859
H  -5.154  4.412  -1.658
C  -4.370  -1.222  4.684
C  -4.058  0.042  5.457
O  -4.418  -0.307  6.775
C  -4.280  -1.662  6.902
O  -4.265  -2.248  7.929
O  -4.144  -2.226  5.681
F  -4.769  1.108  5.028
H  -5.410  -1.251  4.358
H  -3.717  -1.384  3.830
H  -3.008  0.336  5.444
C  -3.167  -2.280  -0.883
C  -3.341  -3.668  -0.291
O  -2.291  -3.741  0.666
C  -1.999  -2.494  1.054
O  -1.305  -2.222  1.987
O  -2.578  -1.583  0.237
F  -3.167  -4.643  -1.201
H  -2.463  -2.296  -1.712
H  -4.091  -1.805  -1.198
H  -4.287  -3.829  0.226
C  4.328  5.284  -5.850
C  5.698  4.728  -5.515
O  6.558  5.597  -6.204
C  5.927  6.810  -6.338
O  6.452  7.815  -6.656
O  4.609  6.670  -6.030
F  5.864  3.456  -5.968
H  3.955  4.858  -6.783
H  3.598  5.134  -5.060
H  5.949  4.745  -4.452
C  2.990  -5.718  -2.442
C  2.273  -5.051  -3.602
O  1.500  -4.051  -2.920
C  2.122  -3.754  -1.766
O  1.840  -2.809  -1.083
O  3.082  -4.633  -1.490
F  1.446  -5.878  -4.255
H  2.391  -6.518  -2.011
H  3.977  -6.091  -2.692
H  2.922  -4.557  -4.326
C  -3.499  3.596  3.658
C  -2.646  2.606  2.889
O  -1.747  3.456  2.196
C  -1.615  4.609  2.918
O  -0.758  5.407  2.743
O  -2.572  4.674  3.866
F  -3.347  1.876  1.986
H  -4.344  3.948  3.066
H  -3.849  3.198  4.603
H  -2.077  1.918  3.513
C  4.844  -0.568  -8.367
C  3.696  -0.023  -7.541
O  2.773  -1.092  -7.555
C  3.475  -2.251  -7.710
O  3.049  -3.333  -7.486
O  4.738  -1.975  -8.105
F  3.133  1.078  -8.086
H  4.687  -0.371  -9.428
H  5.820  -0.201  -8.065
H  3.959  0.194  -6.503
C  3.175  -7.285  1.411
C  3.288  -8.625  2.117
O  2.176  -9.332  1.599
C  1.878  -8.833  0.370
O  1.166  -9.334  -0.427
O  2.537  -7.653  0.182
F  3.167  -8.511  3.456
H  2.529  -6.608  1.970
H  4.131  -6.808  1.218
H  4.198  -9.183  1.893
C  0.822  7.707  4.307
C  1.913  7.054  5.130
O  3.078  7.696  4.657
C  2.724  8.934  4.192
O  3.485  9.802  3.942
O  1.378  9.008  4.071
F  2.014  5.718  4.905
H  0.680  7.190  3.362
H  -0.130  7.786  4.823
H  1.833  7.215  6.206
C  -7.236  -6.125  4.246
C  -6.160  -5.576  5.164
O  -5.778  -4.387  4.490
C  -6.834  -3.958  3.750
O  -6.913  -2.878  3.264
O  -7.766  -4.926  3.661
F  -5.092  -6.396  5.265
H  -6.797  -6.747  3.466
H  -8.018  -6.674  4.760
H  -6.502  -5.318  6.167
C  -0.609  -1.813  -4.131
C  -0.029  -0.476  -4.591
O  -1.115  0.077  -5.272
C  -2.278  -0.403  -4.741
O  -3.337  0.065  -4.961
O  -2.021  -1.509  -3.963
F  1.018  -0.617  -5.423
H  -0.484  -2.557  -4.919
H  -0.193  -2.194  -3.201
H  0.264  0.203  -3.789

Summary:
* total charge: +1
* electronic energy: -178769.0850 eV
* frontier orbital gap: 9.16 eV
* LUMO: -3.5 eV

Below is one molecule with the formula C8H7N3, with properties calculated with the ωB97M-V functional and the def2-TZVPD basis.

Positions of all 18 atoms, in Å:
C  -1.138  0.943  -0.288
C  -1.725  2.913  0.834
C  -0.107  -0.154  -0.248
C  0.406  -0.734  -1.398
C  1.377  -1.701  -1.250
C  1.815  -2.173  -0.049
C  1.319  -1.567  1.141
C  0.395  -0.552  0.983
H  -2.675  1.812  -1.074
H  0.010  1.968  1.227
H  0.078  -0.279  -2.320
H  1.772  -2.161  -2.132
H  2.507  -2.986  0.029
H  1.662  -1.766  2.123
H  -0.081  -0.075  1.864
N  -2.052  1.030  -1.187
N  -0.958  1.826  0.807
N  -2.605  3.656  0.937

Summary:
* total charge: 0
* electronic energy: -12878.8430 eV
* frontier orbital gap: 10.06 eV
* LUMO: 0.3 eV
* energy relative to the best compared isomer or geometry (same formula, charge and spin): 25.30 kcal per mole

Below is C30H32InN4O2Si as an isolated structure, with properties calculated with the ωB97M-V functional and the def2-TZVPD basis.

Positions of all 70 atoms, in Å:
In  -0.280  -0.236  -0.118
O  1.893  0.462  -3.803
C  1.503  0.202  -2.661
N  0.449  0.653  -2.003
C  -0.291  1.762  -2.368
C  -0.548  2.154  -3.674
C  -1.290  3.296  -3.928
C  -1.778  4.057  -2.879
C  -1.525  3.690  -1.569
C  -0.773  2.552  -1.288
N  -0.495  2.074  -0.030
C  -0.665  2.740  1.100
O  -0.944  3.928  1.297
C  -0.441  1.847  2.294
C  -0.781  2.325  3.558
C  -0.544  1.543  4.666
C  0.015  0.283  4.477
C  0.278  -0.132  3.184
N  0.070  0.629  2.122
C  2.371  -0.670  -1.787
C  3.384  -1.421  -2.379
C  4.290  -2.084  -1.576
C  4.177  -1.946  -0.199
C  3.129  -1.187  0.302
N  2.241  -0.575  -0.465
H  -0.164  1.558  -4.487
H  -1.483  3.593  -4.951
H  -2.382  4.931  -3.087
H  -1.891  4.281  -0.742
H  -1.234  3.302  3.614
H  -0.795  1.894  5.658
H  0.236  -0.362  5.315
H  0.680  -1.118  2.976
H  3.430  -1.451  -3.456
H  5.078  -2.689  -2.003
H  4.877  -2.426  0.472
H  3.001  -1.059  1.372
C  -3.675  0.701  -1.624
Si  -2.935  -0.156  -0.075
C  -3.958  -1.803  0.020
C  -3.534  0.757  1.492
C  -3.332  0.186  2.746
C  -3.752  0.815  3.902
C  -4.381  2.047  3.830
C  -4.557  2.648  2.595
C  -4.134  2.011  1.442
H  -4.748  0.552  -1.708
H  -3.210  0.302  -2.522
H  -3.467  1.765  -1.603
H  -5.015  -1.604  0.180
H  -3.615  -2.434  0.834
H  -3.864  -2.374  -0.901
H  -2.840  -0.778  2.809
H  -3.594  0.344  4.864
H  -4.740  2.532  4.729
H  -5.043  3.611  2.529
H  -4.284  2.491  0.484
C  -0.864  -4.969  -0.473
C  0.186  -3.851  -0.423
C  1.274  -4.212  0.583
C  -0.523  -2.552  -0.060
H  -0.416  -5.928  -0.735
H  -1.636  -4.735  -1.204
H  -1.342  -5.063  0.501
H  0.637  -3.764  -1.419
H  0.866  -4.173  1.591
H  2.095  -3.505  0.513
H  1.662  -5.215  0.407
H  -0.944  -2.661  0.952
H  -1.392  -2.473  -0.725

Summary:
* total charge: -1
* electronic energy: -54739.7562 eV
* frontier orbital gap: 6.32 eV
* LUMO: 2.5 eV
* energy relative to the best compared isomer or geometry (same formula, charge and spin): 5.10 kcal per mole

Below is one molecule with the formula C3HN5, with properties calculated with the ωB97M-V functional and the def2-TZVPD basis.

Positions of all 9 atoms, in Å:
C  -1.649  -0.564  0.441
C  1.030  0.701  -1.329
C  1.244  -0.660  0.620
N  -2.401  -1.470  0.544
N  1.264  1.369  -2.233
N  1.875  -1.411  1.230
N  -0.992  0.537  0.198
N  0.655  0.096  -0.264
H  -1.027  1.402  0.793

Summary:
* total charge: 0
* electronic energy: -10572.3835 eV
* frontier orbital gap: 8.53 eV
* LUMO: -2.6 eV
* energy relative to the best compared isomer or geometry (same formula, charge and spin): 34.07 kcal per mole

Below is C34H16BrF4IrN4O11PS5 as an isolated structure, with properties calculated with the ωB97M-V functional and the def2-TZVPD basis.

Positions of all 77 atoms, in Å:
Ir  -0.889  0.254  0.194
S  -6.554  4.630  -0.092
C  -5.297  3.618  0.050
S  -5.281  2.007  -0.611
C  -3.693  1.567  -0.086
C  -2.986  2.545  0.613
S  -1.428  2.295  1.213
S  -3.806  4.049  0.847
S  -3.071  0.029  -0.388
F  3.642  -5.456  1.608
C  2.787  -4.649  0.998
C  3.067  -4.152  -0.255
F  4.194  -4.492  -0.869
C  2.159  -3.316  -0.889
F  2.487  -2.999  -2.140
C  0.975  -2.893  -0.283
P  -0.205  -1.692  -1.073
C  0.699  -0.948  -2.462
C  0.062  -0.756  -3.680
C  0.681  -0.018  -4.679
C  1.933  0.535  -4.462
C  2.568  0.354  -3.240
C  1.948  -0.372  -2.240
C  -1.384  -2.856  -1.815
C  -2.657  -3.029  -1.283
C  -3.510  -3.987  -1.813
C  -3.091  -4.782  -2.867
C  -1.814  -4.625  -3.393
C  -0.961  -3.669  -2.870
C  0.669  -3.511  0.942
Br  -1.047  -3.456  1.709
C  1.568  -4.347  1.578
F  1.270  -4.922  2.740
H  -0.932  -1.148  -3.850
H  0.173  0.134  -5.623
H  2.412  1.115  -5.241
H  3.539  0.794  -3.054
H  2.450  -0.486  -1.286
H  -2.988  -2.431  -0.446
H  -4.501  -4.110  -1.396
H  -3.757  -5.528  -3.281
H  -1.482  -5.249  -4.211
H  0.033  -3.552  -3.283
O  -1.961  2.931  -2.382
C  -0.980  2.514  -1.801
O  -0.744  1.242  -1.585
C  0.086  3.478  -1.345
C  -0.230  4.821  -1.168
C  0.735  5.720  -0.737
C  2.036  5.293  -0.515
C  2.331  3.958  -0.727
C  1.380  3.037  -1.119
N  3.722  3.496  -0.546
O  4.556  4.322  -0.235
O  3.957  2.323  -0.760
H  -1.242  5.144  -1.376
H  0.479  6.759  -0.584
H  2.816  5.970  -0.201
H  1.642  2.001  -1.256
O  2.518  1.805  6.536
N  1.425  1.291  6.639
O  0.816  1.135  7.677
C  0.783  0.811  5.411
C  -0.472  0.204  5.490
C  -1.068  -0.204  4.336
C  -0.476  -0.093  3.041
O  -1.090  -0.581  2.042
C  0.818  0.514  3.046
C  1.429  0.960  4.217
N  1.639  0.601  1.862
O  2.813  0.822  1.978
O  1.162  0.432  0.709
N  -2.428  -0.757  4.438
O  -3.250  -0.375  3.636
O  -2.624  -1.561  5.327
H  -0.968  0.079  6.441
H  2.410  1.410  4.184

Summary:
* total charge: 0
* electronic energy: -211207.0117 eV
* frontier orbital gap (spin up / spin down): 6.08 / 6.26 eV
* 2S+1: 2
* LUMO (spin up / spin down): -2.0 / -2.8 eV
* energy relative to the best compared isomer or geometry (same formula, charge and spin): 24.14 kcal per mole

Below is a 2-piece molecular cluster, H4O2 overall, with properties calculated with the ωB97M-V functional and the def2-TZVPD basis.

Positions of all 6 atoms, in Å:
H  -0.148  0.707  1.986
H  1.205  0.422  1.352
H  -0.331  0.135  -0.590
H  -0.942  -1.025  -1.246
O  0.256  0.390  1.179
O  -0.229  -0.420  -1.367

Summary:
* total charge: 0
* electronic energy: -4159.8290 eV
* frontier orbital gap: 11.44 eV
* LUMO: 0.7 eV
* energy relative to the best compared isomer or geometry (same formula, charge and spin): 2.53 kcal per mole